No. 1
{
  "formula": "C33H78O19P4S",
  "method": "ωB97M-V/def2-TZVPD",
  "species": ["C", "C", "C", "C", "C", "C", "C", "C", "C", "O", "S", "O", "O", "H", "H", "H", "H", "H", "H", "H", "H", "H", "H", "H", "H", "H", "H", "H", "H", "H", "H", "O", "P", "O", "C", "C", "O", "C", "C", "O", "C", "C", "H", "H", "H", "H", "H", "H", "H", "H", "H", "H", "H", "H", "H", "H", "H", "O", "P", "O", "C", "C", "O", "C", "C", "O", "C", "C", "H", "H", "H", "H", "H", "H", "H", "H", "H", "H", "H", "H", "H", "H", "H", "O", "P", "O", "C", "C", "O", "C", "C", "O", "C", "C", "H", "H", "H", "H", "H", "H", "H", "H", "H", "H", "H", "H", "H", "H", "H", "O", "P", "O", "C", "C", "O", "C", "C", "O", "C", "C", "H", "H", "H", "H", "H", "H", "H", "H", "H", "H", "H", "H", "H", "H", "H"],
  "coordinates": [[8.188234, -6.836206, 2.274141], [7.119076, -7.694178, 1.569896], [7.190113, -9.133355, 2.082800], [5.705969, -7.052434, 1.589483], [4.607448, -7.832215, 2.323833], [3.224720, -7.266301, 1.895869], [2.270286, -7.026735, 3.073785], [0.796457, -6.906339, 2.608705], [0.658808, -6.796208, 1.107059], [1.045167, -7.998144, 0.407518], [2.452402, -8.560601, 0.892009], [2.229137, -9.666888, 1.778692], [3.273045, -8.866569, -0.238116], [9.119378, -6.870709, 1.708170], [8.369699, -7.188065, 3.289652], [7.906280, -5.783061, 2.293300], [7.427441, -7.733723, 0.522290], [6.431465, -9.772803, 1.635276], [7.124142, -9.155692, 3.171365], [8.146621, -9.571564, 1.792799], [5.378533, -6.795485, 0.583010], [5.801464, -6.098805, 2.117460], [4.590525, -8.888741, 2.081465], [4.664737, -7.649382, 3.395134], [3.316793, -6.398459, 1.243066], [2.581924, -6.172176, 3.670800], [2.333635, -7.925734, 3.685331], [0.372383, -5.986023, 3.018645], [0.193434, -7.706499, 3.032639], [-0.385823, -6.625760, 0.858070], [1.215791, -5.939149, 0.725624], [3.316331, -1.205543, 1.400525], [2.194178, -0.409614, 0.859725], [0.853786, -1.209417, 1.337855], [0.518500, -1.264184, 2.727139], [-0.003383, 0.069989, 3.225987], [2.211433, -0.814270, -0.717774], [3.366282, -1.383830, -1.337598], [3.228944, -2.888142, -1.429373], [1.366081, 0.969692, 0.541989], [0.528643, 1.130239, -0.622895], [-0.627223, 0.166633, -0.741743], [1.385491, -1.585425, 3.312090], [-0.249402, -2.031271, 2.827701], [0.780922, 0.831430, 3.204885], [-0.363379, -0.016711, 4.251608], [-0.819149, 0.425880, 2.597466], [4.274577, -1.102081, -0.807254], [3.433511, -0.952364, -2.338060], [2.944251, -3.318111, -0.468736], [4.164638, -3.347159, -1.751789], [2.449825, -3.156857, -2.144708], [1.138159, 1.128691, -1.523335], [0.129048, 2.142454, -0.526632], [-0.293128, -0.845617, -0.959283], [-1.275200, 0.490882, -1.559536], [-1.213160, 0.134332, 0.176899], [-2.021412, 1.887640, -4.004338], [-2.831778, 1.582009, -5.192915], [-1.944374, 0.682306, -6.195550], [-1.533505, -0.628963, -5.784020], [-2.674652, -1.629033, -5.804873], [-2.826709, 2.977659, -6.026778], [-2.421260, 4.210038, -5.429289], [-0.987124, 4.537098, -5.788735], [-4.299097, 1.161684, -5.601398], [-4.982152, 1.599448, -6.791276], [-4.321554, 1.199825, -8.088730], [-1.083867, -0.576511, -4.788780], [-0.756144, -0.936255, -6.481856], [-3.429292, -1.384239, -5.054821], [-2.302418, -2.632362, -5.596792], [-3.170602, -1.630309, -6.775350], [-2.561014, 4.182551, -4.349538], [-3.088100, 4.981437, -5.820031], [-0.329672, 3.688214, -5.603318], [-0.627325, 5.388867, -5.209685], [-0.907658, 4.783340, -6.848554], [-5.155108, 2.672635, -6.747195], [-5.963591, 1.128177, -6.732760], [-3.387935, 1.735068, -8.250182], [-4.993194, 1.433784, -8.915848], [-4.103911, 0.132580, -8.108238], [3.992462, 5.220325, -0.024163], [2.717218, 5.814756, 0.402004], [3.037358, 7.027238, 1.420072], [3.748425, 8.174720, 0.940320], [2.889440, 9.064615, 0.060492], [2.111347, 4.725575, 1.438879], [2.617724, 3.387664, 1.518350], [3.579343, 3.254682, 2.682643], [1.310274, 6.261670, -0.176432], [0.061605, 6.153900, 0.528127], [-0.018059, 6.946073, 1.811184], [4.645427, 7.852609, 0.405316], [4.069984, 8.724239, 1.823948], [2.621502, 8.560648, -0.869990], [3.426281, 9.979626, -0.191440], [1.960283, 9.327634, 0.566001], [3.076535, 3.089705, 0.577539], [1.768227, 2.734383, 1.672642], [4.331065, 4.043744, 2.671942], [4.090093, 2.289118, 2.658164], [3.041063, 3.334646, 3.628924], [-0.183602, 5.106230, 0.693196], [-0.682458, 6.536946, -0.171819], [0.623647, 6.529079, 2.584824], [-1.045694, 6.927480, 2.177528], [0.276833, 7.983031, 1.653348], [-3.772778, 1.269458, 2.959797], [-5.080842, 1.443870, 2.312232], [-5.239528, 2.997713, 1.902940], [-4.349876, 3.553653, 0.924779], [-4.665765, 3.086894, -0.484608], [-6.132665, 1.392333, 3.550381], [-5.756498, 0.900203, 4.837574], [-5.432549, 2.042640, 5.777126], [-6.037073, 0.742228, 1.267689], [-7.474948, 0.738607, 1.337872], [-8.119795, 2.102286, 1.271788], [-3.317139, 3.309284, 1.188826], [-4.461844, 4.635116, 0.993263], [-4.482040, 2.016749, -0.597706], [-4.042970, 3.615309, -1.207237], [-5.714315, 3.263537, -0.724663], [-4.922140, 0.205034, 4.758972], [-6.610130, 0.335844, 5.218440], [-4.733842, 2.743419, 5.321085], [-4.995583, 1.669159, 6.704324], [-6.337228, 2.600552, 6.023376], [-7.803057, 0.185904, 2.215620], [-7.790028, 0.154780, 0.472607], [-7.930428, 2.684397, 2.171531], [-9.198907, 1.980186, 1.168538], [-7.750768, 2.672195, 0.419780]],
  "forces_ev_per_a": [[-0.155, 0.028, -0.355], [0.193, 0.006, -0.374], [0.162, 0.095, -0.259], [0.379, -0.063, 0.763], [-0.710, 1.043, -0.859], [-0.609, -0.280, 0.028], [-0.356, -0.611, -0.335], [0.294, 0.725, 0.488], [-0.814, 0.267, 0.238], [0.530, 0.424, 0.145], [1.153, -1.372, 0.345], [-0.591, 0.161, 0.257], [-0.211, 0.659, -0.512], [0.154, -0.182, 0.203], [0.028, 0.131, 0.079], [-0.062, 0.010, 0.132], [-0.148, -0.005, -0.069], [-0.107, -0.003, 0.108], [-0.158, -0.158, 0.021], [0.105, 0.056, 0.150], [0.022, -0.274, -0.118], [-0.120, 0.106, -0.124], [0.337, -0.131, 0.361], [0.225, -0.433, 0.101], [0.094, 0.101, 0.086], [0.129, 0.062, -0.087], [0.152, 0.118, 0.217], [-0.036, 0.040, -0.059], [0.009, -0.212, -0.301], [-0.012, -0.175, -0.195], [0.126, -0.083, -0.090], [0.959, 2.682, 1.602], [-4.113, -3.480, -4.277], [0.531, 0.014, 0.485], [-0.065, 0.069, 0.186], [0.065, 0.089, -0.027], [0.459, 0.304, 0.129], [0.081, -0.288, -0.053], [-0.129, -0.180, -0.072], [2.091, 0.000, 1.792], [-0.301, 0.528, -0.545], [-0.057, -0.315, 0.097], [0.034, -0.029, -0.077], [-0.002, -0.010, -0.113], [-0.001, -0.017, 0.055], [-0.004, -0.024, -0.002], [-0.069, -0.031, 0.064], [-0.070, -0.026, 0.148], [-0.111, 0.062, 0.022], [0.129, 0.103, 0.093], [0.000, 0.021, -0.026], [0.016, 0.005, -0.020], [0.126, -0.149, 0.081], [0.130, 0.017, 0.242], [0.035, 0.009, 0.022], [0.081, 0.157, -0.005], [-0.023, 0.062, -0.009], [-1.741, -1.482, 1.602], [2.378, 2.894, -3.961], [-0.440, -0.276, 0.431], [0.101, -0.271, 0.068], [-0.127, 0.128, 0.066], [-0.331, -0.263, 0.034], [0.224, 0.214, 0.004], [0.089, -0.012, -0.157], [-0.040, -0.819, 1.947], [-0.688, 0.068, -0.385], [0.354, 0.002, 0.012], [0.002, 0.068, -0.016], [0.000, 0.130, -0.052], [0.020, -0.038, 0.019], [0.035, 0.012, -0.005], [0.060, -0.049, -0.036], [0.064, -0.159, 0.016], [-0.052, -0.081, -0.065], [-0.062, -0.022, 0.159], [-0.027, 0.011, -0.005], [-0.003, 0.012, 0.003], [0.260, 0.050, 0.125], [0.081, -0.120, 0.196], [0.005, 0.011, 0.041], [-0.073, -0.002, 0.058], [-0.075, -0.015, -0.011], [-0.496, 0.907, -2.557], [-0.444, -1.570, 5.073], [-0.149, 0.077, -0.586], [0.147, 0.227, -0.075], [-0.083, -0.139, -0.083], [-0.206, 0.310, -0.211], [0.312, 0.078, 0.410], [0.034, 0.063, 0.113], [1.099, 0.257, -1.789], [-0.753, -0.015, -0.068], [0.286, 0.015, 0.184], [-0.014, -0.059, 0.028], [-0.042, -0.103, 0.077], [0.030, 0.029, -0.013], [0.025, -0.007, 0.027], [0.035, 0.058, 0.046], [0.091, 0.162, -0.020], [-0.166, 0.223, 0.020], [0.053, -0.040, -0.162], [-0.029, -0.003, -0.006], [-0.008, -0.018, -0.004], [0.268, -0.067, 0.061], [0.181, 0.060, -0.141], [0.025, -0.025, -0.029], [-0.030, -0.021, -0.081], [-0.064, 0.012, -0.036], [0.837, -1.621, -2.088], [-2.842, 2.866, 3.584], [0.209, -0.452, -0.447], [0.170, 0.134, -0.200], [-0.043, -0.167, 0.065], [-0.073, -0.148, -0.373], [0.067, 0.078, 0.288], [-0.088, 0.163, 0.029], [1.800, -0.799, -0.729], [-0.668, -0.323, -0.254], [0.182, 0.254, 0.161], [-0.030, -0.017, 0.063], [-0.079, -0.019, 0.114], [0.048, 0.022, -0.037], [0.022, 0.002, 0.019], [0.009, 0.082, -0.013], [0.087, 0.099, -0.115], [-0.059, 0.029, -0.096], [0.107, -0.127, -0.049], [-0.022, -0.023, -0.001], [-0.002, -0.008, 0.011], [0.216, 0.104, 0.162], [0.233, -0.005, -0.067], [0.035, -0.023, 0.013], [0.012, -0.086, -0.034], [-0.040, -0.044, -0.047]],
  "lumo_ev": 0.148,
  "multiplicity": 1,
  "orbital_gap_ev": 10.3,
  "homo_ev": -10.1,
  "smiles": "CC(C)CC[C@@H]1CCCOS1(=O)=O.CCOP(=O)(OCC)OCC.CCOP(=O)(OCC)OCC.CCOP(=O)(OCC)OCC.CCOP(=O)(OCC)OCC"
}

No. 2
{
  "formula": "C6H12N2O",
  "method": "ωB97M-V/def2-TZVPD",
  "species": ["C", "C", "C", "C", "N", "N", "H", "H", "H", "H", "H", "H", "C", "C", "O", "H", "H", "H", "H", "H", "H"],
  "coordinates": [[2.557938, 0.208003, -2.585661], [1.816886, -1.350541, 0.546420], [1.363891, 0.565628, -0.390481], [2.217862, -0.149814, -1.191192], [1.162934, -0.182792, 0.742427], [2.454085, -1.368241, -0.588615], [0.828991, 0.284602, 1.556485], [1.841401, -2.051451, 1.364169], [0.918338, 1.529532, -0.550750], [3.442060, -0.269194, -2.997713], [2.654536, 1.298460, -2.641061], [1.715636, 0.054015, -3.269631], [-2.000546, 0.583476, 1.134825], [-3.395786, 0.035767, 0.720582], [-1.253058, -0.438879, 1.765686], [-1.449097, 0.810480, 0.221281], [-2.092982, 1.535536, 1.665023], [-3.307478, -0.456409, -0.244868], [-1.705356, -0.733639, 2.563657], [-4.142156, 0.820924, 0.715025], [-3.628100, -0.725462, 1.464391]],
  "forces_ev_per_a": [[-0.253, 0.834, -0.589], [0.191, 0.560, 1.133], [0.853, 0.036, -0.146], [-1.345, -0.501, 0.407], [0.372, 1.044, -1.328], [0.380, -0.272, -0.553], [-0.465, -0.741, 0.605], [0.146, -0.410, -0.288], [-0.018, 0.160, 0.159], [0.051, -0.053, 0.168], [0.470, -0.090, 0.041], [0.092, -0.552, 0.098], [-0.881, -0.314, -1.247], [1.175, 0.147, 0.475], [0.044, 0.256, 0.674], [0.126, 0.035, 0.073], [0.132, -0.270, 0.568], [-0.236, 0.014, -0.034], [-0.127, 0.108, -0.060], [-0.223, -0.016, -0.124], [-0.484, 0.026, -0.029]],
  "lumo_ev": 0.660,
  "multiplicity": 1,
  "orbital_gap_ev": 8.9,
  "homo_ev": -8.2,
  "relative_energy_kcal_mol": 24.5,
  "smiles": "Cc1c[nH]cn1.CCO"
}